[1]
Below is a molecular structure, C39H53GeN6O4S2V, with properties calculated with the ωB97M-V functional and the def2-TZVPD basis.

ORCA input file:
```
! wB97M-V def2-TZVPD RIJCOSX def2/J DEFGRID3
* xyz 2 3
V 0.5446 0.0338 0.1941
C 1.8973 1.2213 4.6458
C 2.3055 0.4923 3.3706
C 3.5742 1.1015 2.8047
C 2.5039 -0.9860 3.6654
O 1.2530 0.6785 2.3678
Ge -0.5268 0.6989 2.7900
O -0.4082 -1.0719 1.1911
C -1.0586 -2.3727 1.4878
C -1.1927 -2.5136 2.9931
C -0.2234 -3.5188 0.9501
C -2.4168 -2.3270 0.8224
O -0.7121 1.6374 1.1817
C -1.7597 2.6665 1.0229
C -2.6968 2.6610 2.2251
C -1.0477 4.0069 0.9274
C -2.5611 2.3876 -0.2272
H 2.7156 1.2083 5.3657
H 1.0353 0.7480 5.1211
H 1.6501 2.2648 4.4320
H 4.3976 0.9602 3.5055
H 3.4500 2.1727 2.6377
H 3.8416 0.6202 1.8619
H 3.3404 -1.1185 4.3527
H 2.7165 -1.5457 2.7569
H 1.6160 -1.4081 4.1403
H -0.2355 -2.3529 3.4914
H -1.5252 -3.5248 3.2276
H -1.9246 -1.8166 3.4023
H 0.7538 -3.5668 1.4321
H -0.0761 -3.4467 -0.1277
H -0.7480 -4.4527 1.1519
H -3.0250 -1.5245 1.2432
H -2.9304 -3.2775 0.9792
H -2.3222 -2.1282 -0.2455
H -2.1752 2.8915 3.1584
H -3.1945 1.6942 2.3341
H -3.4659 3.4203 2.0844
H -0.4054 4.1705 1.7967
H -1.7751 4.8183 0.8888
H -0.4363 4.0616 0.0229
H -3.0321 1.4094 -0.1656
H -1.9341 2.3996 -1.1203
H -3.3344 3.1509 -0.3366
C 3.8254 -3.5049 -1.8727
N 3.8734 -2.0506 -2.0423
C 4.5308 -1.3837 -3.0654
C 4.3322 -0.0726 -2.8813
N 3.5514 0.0642 -1.7285
C 3.2680 -1.1703 -1.2332
S 2.3539 -1.6003 0.1349
C 3.3216 1.3129 -1.0821
C 4.2201 2.3382 -1.3210
C 3.9920 3.5720 -0.7422
C 2.8920 3.7282 0.0827
C 2.0775 2.6407 0.2979
N 2.2633 1.4365 -0.2849
H 4.1641 -3.9665 -2.7950
H 2.8039 -3.8075 -1.6563
H 4.4670 -3.8098 -1.0494
H 5.0815 -1.9065 -3.8277
H 4.6302 0.7662 -3.4826
H 5.0976 2.1695 -1.9263
H 4.6758 4.3909 -0.9250
H 2.6747 4.6684 0.5704
H 1.2293 2.7066 0.9588
S 0.6071 -1.4991 -4.0333
C 0.3102 -1.4029 -2.3688
N 0.3349 -0.2203 -1.8308
C 0.5306 0.7564 -2.8285
C 0.4380 2.1399 -2.6652
C 0.6927 2.9478 -3.7496
C 1.0242 2.4013 -5.0016
C 1.0436 1.0370 -5.1920
C 0.7708 0.2228 -4.0890
H 0.1034 -2.2946 -1.7965
H 0.1378 2.5630 -1.7161
H 0.6174 4.0221 -3.6423
H 1.2356 3.0597 -5.8335
H 1.2408 0.6096 -6.1666
C -6.4324 0.4367 -4.0655
N -5.0395 0.6429 -3.6876
N -4.5170 0.1285 -2.5107
C -3.1253 0.1350 -2.5762
O -2.4088 -0.2112 -1.6241
C -2.8261 0.6394 -3.8846
C -4.0132 0.9059 -4.5163
C -4.2676 1.4010 -5.8999
C -5.2977 0.0758 -1.3214
C -6.0549 1.1738 -0.9336
C -6.7990 1.1121 0.2345
C -6.7688 -0.0350 1.0206
C -6.0057 -1.1248 0.6245
C -5.2771 -1.0773 -0.5570
H -6.9717 0.0286 -3.2173
H -6.5066 -0.2633 -4.8975
H -6.8878 1.3842 -4.3459
H -1.8439 0.8080 -4.2940
H -3.3276 1.6754 -6.3723
H -4.9215 2.2736 -5.8911
H -4.7460 0.6333 -6.5116
H -6.0569 2.0693 -1.5443
H -7.3988 1.9611 0.5347
H -7.3481 -0.0810 1.9332
H -5.9913 -2.0240 1.2268
H -4.6995 -1.9270 -0.8947
*
```

* LUMO level (alpha / beta): -5.47 / -5.12 eV
* calculated total energy: -162299.876 eV
* molecular weight: 857.6 g mol⁻¹
* energy above the lowest of the compared OMol25 structures with the same formula, charge and spin: 0.0000 eV

Atomic partial charges in e from the Löwdin method, atoms 1 to 99: 0.823 -0.055 -0.657 -0.022 -0.027 -0.422 1.169 -0.416 -0.616 -0.048 -0.045 -0.029 -0.413 -0.642 -0.077 -0.025 -0.020 0.104 0.067 0.093 0.103 0.085 0.071 0.104 0.033 0.077 0.070 0.106 0.071 0.073 0.057 0.104 0.088 0.108 0.068 0.072 0.082 0.104 0.096 0.103 0.074 0.074 0.073 0.106 0.007 -0.095 -0.001 -0.008 0.036 -0.614 0.852 -0.235 0.031 0.000 -0.013 -0.123 0.058 0.103 0.082 0.107 0.143 0.135 0.121 0.131 0.129 0.084 1.154 -0.456 -0.079 -0.308 -0.022 -0.041 -0.054 -0.066 -0.473 0.075 0.091 0.118 0.117 0.121 0.021 -0.063 0.060 -0.416 -0.032 0.066 -0.261 0.002 -0.220 -0.029 -0.063 -0.070 -0.067 -0.017 0.093 0.100 0.101 0.095 0.086

=====

[2]
Below is 10 unconnected molecules or ions with the total composition C39H54N6O7, with properties calculated with the ωB97M-V functional and the def2-TZVPD basis.

ORCA input file:
```
! wB97M-V def2-TZVPD RIJCOSX def2/J DEFGRID3
* xyz 0 1
O -7.5459 -10.8008 -21.7100
C -7.9350 -11.7776 -22.2766
O -7.1811 -12.8937 -22.4397
C -7.8939 -13.8784 -23.1985
C -9.0486 -13.1246 -23.8770
C -9.2857 -11.9871 -22.8921
H -8.2752 -14.6416 -22.5148
H -7.2514 -14.3442 -23.9409
H -9.9003 -13.7520 -24.1374
H -8.7007 -12.7389 -24.8408
H -10.0216 -12.3054 -22.1502
H -9.6957 -11.1140 -23.3900
O -8.7512 -6.0980 -24.8368
C -7.9242 -5.7254 -24.0527
O -6.8901 -4.9486 -24.4217
C -5.9429 -4.8508 -23.3478
C -6.7224 -5.1804 -22.0852
C -7.8053 -6.1394 -22.5934
H -5.4897 -3.8615 -23.3380
H -5.1298 -5.5597 -23.5259
H -7.2013 -4.2935 -21.6645
H -6.0721 -5.5528 -21.2945
H -8.7858 -5.9401 -22.1646
H -7.5242 -7.1825 -22.4645
O -15.6834 -4.3837 -20.2945
C -15.3052 -5.5160 -20.2689
O -14.8585 -6.1379 -21.3927
C -14.7226 -7.5492 -21.1778
C -14.6656 -7.7710 -19.6740
C -15.1800 -6.4439 -19.0721
H -13.8334 -7.9726 -21.6441
H -15.5879 -8.0162 -21.6567
H -13.6979 -8.0384 -19.2570
H -15.3451 -8.5583 -19.3534
H -14.4519 -6.0020 -18.3967
H -16.1540 -6.5524 -18.6025
N -7.9802 -9.8111 -18.6608
C -8.7410 -10.9087 -18.4083
C -9.9148 -10.4716 -17.8436
C -9.8543 -9.0569 -17.7696
C -8.6336 -8.6785 -18.2661
H -7.0522 -9.8134 -19.0457
H -8.4299 -11.8980 -18.6931
H -10.7359 -11.1005 -17.5402
H -10.6358 -8.4283 -17.3761
H -8.2415 -7.6972 -18.4712
N -11.3136 -5.7970 -26.3676
C -11.8317 -4.7242 -27.0394
C -13.1520 -4.9706 -27.2992
C -13.4757 -6.1986 -26.6459
C -12.3158 -6.7043 -26.1257
H -10.3409 -5.9188 -26.1353
H -11.1894 -3.9352 -27.3956
H -13.8204 -4.3410 -27.8609
H -14.4533 -6.6421 -26.5465
H -12.0500 -7.5925 -25.5761
N -11.0238 -9.6506 -21.0417
C -12.0060 -10.0099 -21.9084
C -11.8171 -9.3493 -23.0911
C -10.6120 -8.5992 -22.9353
C -10.1388 -8.8103 -21.6660
H -10.9538 -9.9686 -20.0869
H -12.7748 -10.7130 -21.6344
H -12.3861 -9.3834 -24.0035
H -10.1286 -8.0039 -23.6966
H -9.2629 -8.4949 -21.1278
N -12.6653 -15.3103 -21.1520
C -11.9420 -14.3261 -21.7847
C -12.7901 -13.6995 -22.6579
C -14.0727 -14.3032 -22.5438
C -13.9635 -15.2631 -21.5630
H -12.2879 -15.9576 -20.4840
H -10.8843 -14.2054 -21.6341
H -12.5314 -12.8962 -23.3310
H -14.9535 -14.0438 -23.1029
H -14.7234 -15.9055 -21.1516
N -9.3584 -10.3129 -28.4067
C -8.9491 -9.0405 -28.1649
C -9.2028 -8.7519 -26.8493
C -9.7497 -9.9242 -26.2699
C -9.8508 -10.8743 -27.2464
H -9.3340 -10.7632 -29.3025
H -8.5643 -8.4002 -28.9403
H -8.9974 -7.8274 -26.3406
H -9.9660 -10.0738 -25.2245
H -10.3191 -11.8418 -27.3068
N -13.9261 -12.3894 -19.9418
C -13.1696 -12.6905 -18.8469
C -13.5512 -11.8576 -17.8250
C -14.5646 -11.0060 -18.3375
C -14.7138 -11.3050 -19.6702
H -13.9253 -12.9037 -20.8175
H -12.3997 -13.4401 -18.9057
H -13.2136 -11.9010 -16.8028
H -15.1600 -10.2719 -17.8203
H -15.3136 -10.9079 -20.4734
C -16.8405 -11.4182 -24.4874
C -15.6220 -10.5345 -24.2995
O -14.7024 -10.8761 -23.5940
C -15.6881 -9.1762 -24.9435
H -17.6846 -10.9260 -24.0040
H -16.6384 -12.3670 -23.9915
H -17.0663 -11.6415 -25.5293
H -15.7666 -9.3331 -26.0246
H -14.8355 -8.5434 -24.7136
H -16.6104 -8.6692 -24.6514
*
```

* LUMO level: 0.42 eV
* calculated total energy: -64591.648 eV
* molecular weight: 718.9 g mol⁻¹
* structure (SMILES): c1cc[nH]c1.c1cc[nH]c1.c1cc[nH]c1.c1cc[nH]c1.c1cc[nH]c1.c1cc[nH]c1.O=C1CCCO1.O=C1CCCO1.O=C1CCCO1.CC(C)=O

Atomic partial charges in e from the Löwdin method, atoms 1 to 99: 0.110 -0.470 0.030 -0.151 -0.145 -0.079 0.118 0.123 0.109 0.109 0.107 0.091 0.087 -0.454 0.045 -0.152 -0.151 -0.065 0.125 0.128 0.118 0.115 0.128 0.128 0.119 -0.484 0.028 -0.146 -0.149 -0.059 0.105 0.121 0.109 0.082 0.123 0.123 0.017 -0.137 -0.125 -0.115 -0.146 0.144 0.109 0.075 0.093 0.106 0.025 -0.145 -0.115 -0.116 -0.131 0.091 0.104 0.084 0.074 0.088 0.056 -0.164 -0.121 -0.112 -0.132 0.116 0.086 0.077 0.077 0.090 0.020 -0.138 -0.122 -0.107 -0.134 0.149 0.096 0.098 0.087 0.114 0.000 -0.135 -0.094 -0.105 -0.133 0.141 0.109 0.063 0.061 0.103 0.026 -0.145 -0.119 -0.118 -0.141 0.085 0.097 0.089 0.087 0.108 -0.016 -0.490 0.058